(1)
The following is a DFT calculation (ωB97M-V/def2-TZVPD) of a molecular structure, C25H19AuN5OS in a non-equilibrium geometry.

Results
frontier orbital gap: 0.24879 hartree
total charge: +1
strongest force on any atom: 3.115 eV/A
ΔE to the lowest compared entry with this formula, charge and spin: 113.2 kJ/mol

```
52
Properties=species:S:1:pos:R:3:forces:R:3
Au -16.58053 -8.64963 4.23853 -0.15 -0.86 -0.34
C -27.43890 -15.97128 -0.30494 -0.67 -0.13 -0.89
O -27.38433 -15.17006 0.83075 0.40 0.72 1.58
C -26.37364 -14.28197 1.02392 -1.14 -0.98 -0.40
C -25.27165 -14.27656 0.19538 -0.38 0.09 0.37
C -24.19215 -13.50997 0.51900 1.67 0.39 0.62
C -24.14120 -12.71501 1.67476 -2.49 -0.58 -0.40
C -25.40270 -12.67595 2.42138 2.71 1.29 0.42
C -26.50455 -13.42319 2.12737 -0.44 -0.40 -0.26
C -22.94650 -11.96183 2.04568 -0.76 0.71 1.52
N -21.79004 -11.95269 1.44229 0.24 -0.61 0.16
C -20.92827 -11.25741 2.24341 -1.84 1.39 1.58
C -21.63282 -10.68776 3.34901 0.59 -1.69 -2.55
N -22.91604 -11.17790 3.23404 0.90 0.37 -0.29
C -21.00247 -9.78745 4.22690 -1.94 -0.31 0.33
C -21.72257 -9.10925 5.24571 0.11 0.06 -0.09
C -21.05042 -8.24071 6.05987 0.79 -0.25 -0.28
C -19.64578 -8.18978 5.88178 -0.78 -0.54 0.08
N -19.00911 -8.90348 5.00649 1.01 0.78 -0.58
C -19.65110 -9.60325 4.07953 1.41 -0.44 0.06
C -18.85837 -10.24056 3.02042 -0.47 0.29 -0.01
N -17.50103 -10.08346 2.91738 -0.75 0.34 0.34
C -16.85728 -10.74969 1.97681 1.16 0.13 0.77
C -17.44355 -11.54562 1.01495 -0.60 0.19 0.61
C -18.79517 -11.63790 1.05068 -0.26 0.45 0.85
C -19.54651 -11.01411 2.08695 0.91 -0.75 -1.15
H -28.26948 -16.68317 -0.08460 0.99 0.30 -0.56
H -26.49872 -16.40213 -0.68281 -0.22 -0.48 0.94
H -27.69517 -15.30124 -1.10984 -0.65 0.05 -0.71
H -25.18390 -14.91130 -0.65787 -0.17 -0.27 -0.31
H -23.32027 -13.68984 -0.10355 0.14 0.58 0.17
H -25.36742 -12.01079 3.29563 -0.52 -0.36 -0.31
H -27.46962 -13.41249 2.69076 1.17 0.04 -0.45
H -23.60568 -10.91039 3.93328 -0.15 -0.62 -0.80
H -22.79519 -9.29266 5.32395 0.29 0.21 0.13
H -21.47416 -7.65329 6.85081 -0.43 0.08 0.09
H -18.99563 -7.61497 6.48310 0.27 0.76 0.95
H -15.78439 -10.74190 2.06967 0.24 0.35 -0.19
H -16.86243 -12.14359 0.35721 0.45 -0.11 -0.55
H -19.25841 -12.25477 0.34180 -1.00 -0.69 -0.77
S -15.78024 -7.37432 5.89101 0.98 1.07 0.02
C -14.28265 -6.64173 5.41629 1.56 -0.38 -1.01
N -13.85602 -5.52288 6.08189 -0.13 -0.72 -0.45
C -12.60596 -5.00508 6.00545 0.23 -1.32 -0.39
C -11.59455 -5.64176 5.31577 0.52 2.09 0.85
C -11.96424 -6.68248 4.49775 -2.09 -0.88 0.12
C -13.29368 -7.13485 4.46581 0.05 0.44 1.08
H -14.51186 -5.10540 6.72689 -0.09 0.12 0.01
H -12.49241 -4.11948 6.54926 0.41 1.10 0.77
H -10.55109 -5.22681 5.36917 -1.33 -0.56 -0.14
H -11.22660 -7.18303 3.92587 0.45 -0.39 -0.67
H -13.55150 -7.94906 3.80643 -0.21 -0.05 0.13
```
Positions in Å, forces in eV/Å.


(2)
The following is a DFT calculation (ωB97M-V/def2-TZVPD) of a molecular structure, C25H19BaN8O8.

Results
frontier orbital gap: 0.27820 hartree
total charge: -1
strongest force on any atom: 0.208 eV/A
ΔE to the lowest compared entry with this formula, charge and spin: 3.2 kJ/mol

```
61
Properties=species:S:1:pos:R:3:forces:R:3
Ba 0.19493 -1.14324 -1.13360 0.15 -0.06 -0.13
O -0.38753 2.98300 1.51719 0.00 0.00 0.02
C -0.15588 1.75506 1.05915 0.02 -0.02 -0.11
O 0.04990 1.51582 -0.11284 -0.02 0.14 0.03
C -0.11828 0.71004 2.12560 0.02 0.05 0.02
C -0.38705 0.97956 3.45462 -0.01 -0.01 -0.01
C -0.37490 -0.08989 4.34145 0.00 -0.01 0.01
C -0.12766 -1.36255 3.86238 0.00 -0.01 0.00
C 0.13291 -1.53233 2.50580 -0.03 -0.05 -0.06
N 0.15484 -0.50644 1.66625 0.01 0.01 0.01
C 0.30917 -2.92935 1.88728 0.04 0.05 0.00
O -0.08109 -3.87521 2.58510 0.03 -0.02 -0.02
O 0.77940 -2.94730 0.71897 -0.05 -0.07 0.14
H -0.52658 3.55847 0.74992 0.00 -0.01 -0.01
H -0.62100 1.98482 3.77116 0.00 0.00 0.00
H -0.58259 0.07413 5.39123 0.00 -0.01 0.00
H -0.14693 -2.24085 4.49188 0.00 0.01 0.02
O 2.16320 0.40785 -5.10102 -0.01 -0.01 0.02
C 1.42065 0.14079 -4.15929 0.03 0.06 -0.03
O 1.71555 -0.41313 -3.05688 -0.19 0.00 -0.05
C -0.06161 0.55611 -4.33747 0.11 0.02 0.00
C -0.38954 1.43281 -5.40239 0.00 0.01 -0.01
C -1.67048 1.86834 -5.53235 0.03 0.02 -0.03
C -2.66181 1.41498 -4.62944 -0.03 -0.02 0.03
C -4.00959 1.84498 -4.67384 0.01 0.00 0.00
C -4.91948 1.37082 -3.77195 -0.01 -0.01 0.01
C -4.52394 0.42602 -2.79935 -0.01 -0.01 0.00
C -3.22877 -0.00272 -2.72830 0.03 0.00 -0.01
C -2.26215 0.49987 -3.63275 0.01 0.03 -0.01
N -0.95801 0.10897 -3.49371 0.00 -0.03 0.12
H 0.40679 1.73659 -6.06516 0.02 -0.01 0.01
H -1.94753 2.56284 -6.31810 -0.01 0.00 0.00
H -4.30222 2.56580 -5.42887 0.00 0.00 0.00
H -5.94094 1.72657 -3.77846 0.00 0.00 -0.01
H -5.25232 0.06283 -2.08570 0.00 0.00 0.00
H -2.92192 -0.71133 -1.96729 -0.02 0.01 0.00
N -2.96637 2.69490 -0.72439 0.03 -0.02 0.01
C -3.49111 1.87983 0.25879 -0.04 0.06 0.04
O -2.70592 1.21712 0.96838 0.00 -0.04 -0.03
C -4.90279 1.86329 0.45383 0.07 -0.07 -0.02
C -5.41612 1.09234 1.52072 -0.17 0.07 -0.05
N -5.83728 0.45670 2.39033 0.09 -0.03 0.02
C -5.77071 2.54723 -0.42187 0.01 0.05 0.07
N -6.42960 3.12906 -1.17478 0.00 -0.03 -0.02
H -2.07709 2.36449 -1.07281 0.00 0.00 -0.01
H -3.60336 3.00727 -1.44309 -0.01 0.00 0.00
C -3.30770 -4.12129 2.72787 0.01 0.00 0.00
N -3.07195 -3.60162 1.39808 -0.03 -0.03 -0.08
C -2.38198 -4.37326 0.37786 -0.03 0.01 -0.01
C -1.96879 -3.27642 -0.58709 -0.05 -0.07 0.07
O -1.40918 -3.44686 -1.66436 0.06 0.09 0.01
N -2.26919 -2.05829 -0.05656 -0.04 -0.14 0.00
C -2.86991 -2.29456 1.12240 -0.04 0.11 0.06
N -3.21971 -1.31297 1.93664 0.04 -0.05 -0.05
H -3.62692 -5.15840 2.64053 0.00 0.00 0.01
H -4.11532 -3.57264 3.21223 0.01 0.00 0.00
H -2.39653 -4.07432 3.32969 0.00 -0.01 0.00
H -3.02784 -5.10943 -0.10220 0.00 -0.01 0.02
H -1.48339 -4.85096 0.77905 0.01 0.01 0.01
H -3.10181 -0.34416 1.60301 -0.02 0.01 0.00
H -3.87464 -1.47092 2.68284 0.00 0.01 0.01
```
Positions in Å, forces in eV/Å.


(3)
The following is a DFT calculation (ωB97M-V/def2-TZVPD) of a molecular structure, C25H19BrCl2N2O4S2Yb in a non-equilibrium geometry.

Results
spin multiplicity: 2
frontier orbital gap (alpha / beta): 0.25602 / 0.25600 hartree
total charge: -1
strongest force on any atom: 2.339 eV/A
ΔE to the lowest compared entry with this formula, charge and spin: 71.6 kJ/mol

```
56
Properties=species:S:1:pos:R:3:forces:R:3
Yb -0.01270 -0.04502 0.54722 1.23 -1.99 0.13
O -0.52282 1.77125 1.79145 -0.26 0.08 0.09
C 0.46157 2.21104 1.15169 0.41 1.71 0.49
O 1.44865 1.45875 0.90454 1.09 0.58 0.50
C 0.40879 3.55248 0.50993 0.10 0.01 -0.31
C 0.29572 4.74533 1.19678 0.04 -0.08 0.05
C 0.27854 5.94105 0.49604 0.02 0.13 0.14
C 0.40628 5.92839 -0.88693 -0.02 0.23 0.04
C 0.48288 4.73743 -1.57903 0.02 -0.14 0.13
C 0.42674 3.51869 -0.89559 0.12 0.13 0.16
S 0.25970 2.00560 -1.72740 -0.42 -0.25 -0.49
H 0.22508 4.72603 2.27620 -0.01 0.06 0.07
H 0.17898 6.87517 1.02962 0.03 0.09 0.02
H 0.42738 6.86524 -1.43163 0.01 0.02 0.00
H 0.58239 4.72414 -2.65394 -0.12 0.00 -0.12
Cl -0.99567 -2.70230 0.94441 -0.18 -0.73 0.05
C 0.00872 -3.68610 1.96709 0.49 0.04 0.34
C -0.28075 -5.02675 2.12609 -0.12 -0.01 -0.20
C 0.55320 -5.83348 2.88359 0.04 0.15 0.04
C 1.67711 -5.27680 3.47570 -0.12 -0.14 -0.06
C 1.93990 -3.93160 3.32845 -0.36 0.13 -0.29
Cl 3.35467 -3.28330 4.05777 0.41 0.01 0.30
C 1.11123 -3.06463 2.58475 -0.21 0.01 -0.04
S 1.45428 -1.37867 2.46327 0.04 0.29 -0.08
H -1.14987 -5.43668 1.63812 -0.13 -0.07 -0.07
H 0.33669 -6.88292 3.01108 -0.04 -0.08 -0.02
H 2.35499 -5.88718 4.05078 0.08 -0.04 0.08
C 4.64324 0.39897 -2.65854 -0.08 0.08 0.09
C 3.64085 -0.48969 -2.01718 -0.13 -0.20 0.13
C 3.65109 -1.85743 -1.82675 -0.14 0.13 0.01
C 2.44576 -2.15483 -1.18105 -0.05 0.15 0.04
N 1.74747 -1.03706 -0.97672 -0.21 0.08 0.01
N 2.49468 -0.04245 -1.48989 0.59 -0.04 -0.25
C 1.95938 -3.49100 -0.74867 -0.04 0.10 0.10
H 5.41678 -0.20642 -3.12566 0.03 0.05 -0.04
H 5.10373 1.04567 -1.91207 0.07 0.07 -0.04
H 4.16977 1.02612 -3.41249 0.06 0.06 -0.06
H 4.42114 -2.54677 -2.10863 0.15 -0.14 -0.10
H 2.09271 0.90586 -1.54285 -0.13 -0.12 0.10
H 2.39652 -4.27556 -1.36019 0.04 -0.05 -0.09
H 0.87754 -3.53346 -0.83246 -0.06 -0.12 0.00
H 2.23066 -3.67691 0.28918 0.00 -0.04 0.07
Br -7.55120 -0.54197 -1.54579 0.10 0.04 0.01
C -6.00701 0.47595 -1.07074 -0.22 -0.08 -0.08
C -6.12322 1.85087 -0.97339 -0.06 -0.05 -0.04
C -5.00711 2.58870 -0.61199 0.12 -0.06 -0.01
C -3.80632 1.95004 -0.35418 0.04 -0.06 0.00
C -3.71242 0.56691 -0.46162 0.04 0.18 0.01
C -4.81822 -0.18607 -0.82506 0.11 0.02 0.00
C -2.40314 -0.06031 -0.06902 -1.90 -0.07 -0.21
O -1.56802 -0.40936 -0.93825 -0.25 -0.40 -0.94
O -2.18174 -0.16709 1.15526 -0.20 0.20 0.31
H -7.06748 2.33416 -1.17859 -0.03 -0.01 0.01
H -5.07623 3.66315 -0.52286 -0.01 0.06 -0.02
H -2.92827 2.50675 -0.05955 0.05 0.11 0.03
H -4.75265 -1.26191 -0.90030 -0.03 -0.04 -0.02
```
Positions in Å, forces in eV/Å.


(4)
The following is a DFT calculation (ωB97M-V/def2-TZVPD) of a molecular structure, C25H19BrCl2N2O4S2Yb in a non-equilibrium geometry.

Results
spin multiplicity: 2
frontier orbital gap (alpha / beta): 0.25688 / 0.25695 hartree
total charge: -1
strongest force on any atom: 2.080 eV/A
ΔE to the lowest compared entry with this formula, charge and spin: 31.8 kJ/mol

```
56
Properties=species:S:1:pos:R:3:forces:R:3
Yb -0.31410 -0.63335 -0.30967 0.54 1.25 1.57
O -2.47922 -0.44226 -0.33100 -0.94 0.01 -0.23
C -2.37114 -1.38001 -1.17826 -1.52 -0.44 -0.56
O -1.53936 -2.30878 -0.99679 -0.54 -0.71 -0.11
C -3.03928 -1.22696 -2.50149 0.17 0.05 -0.14
C -4.34983 -1.56188 -2.78648 0.02 -0.01 0.04
C -4.86055 -1.32424 -4.05554 -0.09 -0.02 0.03
C -4.04710 -0.74081 -5.01836 -0.02 0.02 -0.05
C -2.73599 -0.39951 -4.72990 0.02 -0.05 0.08
C -2.19451 -0.64008 -3.46185 -0.11 -0.07 -0.06
S -0.54241 -0.21713 -3.07106 0.17 0.25 0.05
H -4.96950 -2.00955 -2.01804 -0.01 0.01 0.00
H -5.88674 -1.58317 -4.28536 0.02 -0.01 -0.01
H -4.44480 -0.54606 -6.00817 0.02 0.00 0.00
H -2.10402 0.05998 -5.47960 -0.02 0.00 -0.02
Cl -1.23372 -2.11693 1.85875 -0.32 -0.52 0.47
C -0.46419 -1.95710 3.40747 0.33 0.15 0.22
C -0.99397 -2.64429 4.48214 -0.15 -0.10 -0.13
C -0.40286 -2.52686 5.72841 0.00 -0.01 0.05
C 0.71186 -1.71760 5.88079 0.05 0.03 0.03
C 1.23198 -1.04078 4.79208 -0.30 -0.18 -0.19
Cl 2.61932 -0.03641 5.04272 0.14 0.09 0.08
C 0.67312 -1.13670 3.50066 -0.01 0.04 -0.02
S 1.32362 -0.31051 2.12551 0.12 -0.09 0.05
H -1.86192 -3.27339 4.33194 0.00 0.03 0.02
H -0.81125 -3.06302 6.57458 0.02 0.01 0.01
H 1.19168 -1.60449 6.84388 -0.02 -0.01 0.00
C -0.51244 4.05034 3.33546 -0.04 -0.14 0.00
C -0.79958 3.39677 2.02545 0.04 -0.03 -0.05
C -1.41314 3.84095 0.87380 -0.11 0.04 -0.07
C -1.38930 2.74942 -0.01581 -0.01 -0.12 0.17
N -0.78621 1.70852 0.56132 -0.21 0.17 -0.30
N -0.45493 2.12336 1.79444 -0.02 0.23 0.07
C -1.95432 2.66791 -1.39211 0.01 0.01 0.06
H -0.45710 5.13134 3.22732 0.02 0.01 -0.02
H 0.43381 3.68381 3.73598 0.00 0.07 0.04
H -1.29365 3.81833 4.06239 0.02 0.03 0.01
H -1.83308 4.81700 0.69427 0.01 0.00 -0.01
H 0.13463 1.50620 2.35075 0.09 -0.16 -0.01
H -2.12771 3.66604 -1.79363 -0.02 0.01 0.02
H -2.89527 2.11455 -1.38699 0.00 0.01 -0.01
H -1.27297 2.13221 -2.04965 -0.01 -0.02 -0.11
Br 5.94771 -3.16650 -3.75484 -0.02 0.03 0.02
C 5.27918 -1.75870 -2.66099 0.04 -0.07 -0.04
C 6.10991 -0.69153 -2.36543 -0.01 0.01 0.00
C 5.62488 0.33172 -1.56223 0.01 0.00 0.02
C 4.32503 0.28965 -1.08666 -0.07 -0.01 -0.01
C 3.50632 -0.78913 -1.39951 0.03 0.09 0.00
C 3.98346 -1.82996 -2.18434 -0.04 -0.08 0.08
C 2.08685 -0.79020 -0.92155 0.95 -0.12 -0.30
O 1.48392 -1.87148 -0.71212 0.45 -0.40 -0.31
O 1.52311 0.32970 -0.75326 1.35 0.70 -0.41
H 7.11517 -0.65957 -2.76227 0.01 -0.01 0.02
H 6.26610 1.16778 -1.31366 0.01 -0.01 -0.01
H 3.92347 1.08281 -0.47059 0.00 0.01 -0.03
H 3.34103 -2.66946 -2.41284 -0.01 0.02 0.00
```
Positions in Å, forces in eV/Å.


Which of these has the highest total charge? C25H19AuN5OS


Among the records above, which one has the highest ΔE to the lowest compared entry with this formula, charge and spin? C25H19AuN5OS


total charge of number 1 (C25H19AuN5OS)? +1